Model P:
Here is a 14-piece molecular cluster, C56H84F3O41 overall from the Open Molecules 2025 dataset. Energies are from ωB97M-V with the def2-TZVPD basis set.

```
184
Properties=species:S:1:pos:R:3
C -26.30252 4.11513 -13.58711
O -25.17921 4.70647 -12.90475
O -27.13542 3.59627 -12.67864
C -26.93401 5.12733 -14.58431
F -27.14376 6.32333 -13.99702
F -26.16851 5.34227 -15.66512
F -28.09397 4.60890 -15.01429
C -23.93285 4.68198 -13.58818
C -22.92318 5.59038 -12.88974
H -22.00160 5.51642 -13.47256
H -23.26517 6.62489 -12.87375
H -22.67356 5.26882 -11.87621
H -24.09106 5.01563 -14.61673
H -23.54878 3.65815 -13.63945
H -25.91016 3.26401 -14.17434
C -28.69418 2.42866 -8.63321
C -28.79695 1.03966 -9.26664
C -28.24175 0.89421 -10.68897
O -27.16886 -0.01372 -10.51862
C -27.09239 -0.49816 -9.26842
O -26.35918 -1.35429 -8.89911
O -27.98830 0.14135 -8.49535
H -28.74373 2.38972 -7.54665
H -29.43789 3.08747 -9.07881
H -27.68480 2.81012 -8.81777
H -29.85335 0.77120 -9.22444
H -27.86455 1.82335 -11.13013
H -29.01004 0.54580 -11.38195
C -19.75938 7.43513 -12.41664
C -20.09137 7.70298 -10.95629
C -21.52733 8.19458 -10.74236
O -22.08667 7.30315 -9.79026
C -21.26269 6.24898 -9.64169
O -21.55805 5.26443 -9.04594
O -20.10128 6.43639 -10.28437
H -20.58542 6.93670 -12.91646
H -18.88206 6.79765 -12.53713
H -19.44077 8.36542 -12.89323
H -19.32749 8.36769 -10.55366
H -22.09456 8.25960 -11.67261
H -21.49769 9.21972 -10.36834
C -25.12929 6.50455 -10.41050
C -26.53306 5.99420 -10.71605
C -27.09943 5.02582 -9.66508
O -28.39779 5.54621 -9.42128
C -28.50957 6.80245 -9.86233
O -29.45725 7.50748 -9.66077
O -27.42085 7.11301 -10.59481
H -25.09046 6.98592 -9.43293
H -24.91827 7.28882 -11.14199
H -24.38631 5.71091 -10.46134
H -26.64420 5.67939 -11.75483
H -26.53952 5.02482 -8.73088
H -27.12211 4.06290 -10.17713
C -24.24367 0.84344 -11.69606
C -23.76928 2.02138 -10.87636
C -24.93503 2.87108 -10.31049
O -24.59115 2.99194 -8.94468
C -23.51495 2.27640 -8.61889
O -23.12011 2.06795 -7.51836
O -23.05733 1.63974 -9.73069
H -24.90018 0.14313 -11.18250
H -23.43358 0.25079 -12.12415
H -24.79967 1.17666 -12.57483
H -23.16651 2.66086 -11.52885
H -25.88157 2.35643 -10.47889
H -24.98787 3.82704 -10.82737
C -20.65218 2.16554 -12.56335
C -19.29849 2.60939 -13.06604
C -19.06195 4.11951 -12.84114
O -17.67191 4.13986 -12.54414
C -17.25683 2.88964 -12.21072
O -16.16331 2.60208 -11.84897
O -18.27530 2.01794 -12.27431
H -20.84901 2.46720 -11.53191
H -20.91111 1.10972 -12.63184
H -21.48292 2.60976 -13.12434
H -19.19175 2.39116 -14.13232
H -19.75099 4.37379 -12.03574
H -19.29287 4.57687 -13.79978
C -25.91927 2.72107 -17.89207
C -26.81339 2.66788 -19.14662
C -27.12550 1.22091 -19.55207
O -28.53426 1.25902 -19.82002
C -29.06647 2.35648 -19.28731
O -30.22883 2.60504 -19.26072
O -28.09078 3.18081 -18.80708
H -26.61513 2.59987 -17.06323
H -25.51111 3.73219 -17.84948
H -25.10717 1.99947 -17.93258
H -26.42918 3.15708 -20.04244
H -26.86316 0.49809 -18.77573
H -26.58176 0.90253 -20.43985
C -26.23735 0.26122 -15.02959
C -27.73983 0.16746 -14.72766
C -28.47743 1.49692 -14.66462
O -29.56027 1.26059 -15.58636
C -29.46450 0.06867 -16.20307
O -30.16636 -0.38637 -17.04434
O -28.38443 -0.60993 -15.72497
H -26.02361 0.49132 -16.07505
H -25.75492 -0.69951 -14.83963
H -25.78299 1.01816 -14.39184
H -27.82428 -0.38240 -13.78679
H -27.84383 2.33690 -14.94291
H -28.97558 1.67244 -13.71519
C -29.99675 10.45924 -12.07929
C -28.54627 10.03387 -11.85796
C -27.88508 9.39107 -13.05638
O -26.79484 10.23660 -13.36009
C -26.78708 11.31484 -12.55708
O -26.06476 12.25347 -12.72710
O -27.78445 11.24437 -11.66582
H -30.33341 10.99074 -11.18806
H -30.62284 9.57600 -12.20438
H -30.08580 11.18183 -12.89092
H -28.43588 9.49910 -10.91573
H -28.67381 9.18170 -13.78053
H -27.50824 8.42543 -12.71278
C -23.77022 6.51298 -17.75159
C -23.64589 6.53214 -19.27810
C -22.28276 6.07778 -19.76467
O -22.54458 5.02159 -20.68645
C -23.86249 4.74317 -20.68597
O -24.39201 3.87433 -21.29936
O -24.53350 5.58237 -19.86427
H -23.17967 7.33978 -17.35367
H -23.49796 5.54051 -17.34115
H -24.80297 6.71835 -17.46397
H -23.96222 7.52279 -19.61016
H -21.66314 5.63850 -18.97896
H -21.71440 6.91168 -20.17780
C -27.84673 6.46655 -18.25917
C -28.31212 7.83662 -17.82768
C -27.42404 8.54133 -16.80935
O -27.27568 9.82437 -17.39956
C -27.71287 9.85191 -18.67863
O -27.65007 10.77394 -19.41992
O -28.37070 8.69971 -18.96201
H -26.83939 6.39707 -18.67071
H -28.56388 6.01027 -18.94089
H -27.85827 5.78008 -17.40837
H -29.33049 7.78147 -17.43629
H -26.48908 8.01431 -16.62401
H -28.03069 8.59060 -15.90607
C -30.41706 6.60782 -12.68475
C -31.11784 5.27431 -12.73030
C -30.34323 4.15019 -12.01986
O -31.34784 3.60213 -11.14976
C -32.44909 4.36072 -11.14153
O -33.39916 4.11485 -10.45781
O -32.37343 5.34973 -12.02995
H -31.03233 7.47574 -12.92896
H -29.59735 6.53490 -13.40594
H -29.98403 6.90148 -11.72508
H -31.31915 4.94296 -13.75016
H -29.52957 4.61882 -11.46432
H -29.91355 3.39430 -12.66965
C -23.94762 8.82568 -14.52324
C -23.97571 10.06474 -15.38968
C -22.61076 10.69761 -15.67055
O -22.61313 11.00941 -17.03378
C -23.58233 10.29541 -17.64126
O -23.73575 10.25912 -18.82133
O -24.35309 9.68529 -16.73489
H -23.87744 9.14476 -13.47945
H -23.04734 8.22689 -14.69777
H -24.77792 8.12747 -14.62145
H -24.73810 10.76180 -15.03883
H -21.81102 9.99044 -15.41111
H -22.38544 11.59307 -15.08751
C -20.94405 -1.78573 -17.05836
C -22.04475 -1.41051 -16.09529
C -21.68703 -1.08774 -14.63305
O -22.38551 0.11661 -14.39656
C -22.74379 0.69394 -15.55210
O -23.05820 1.84059 -15.64204
O -22.56890 -0.16698 -16.57579
H -21.26149 -1.80598 -18.09737
H -20.58836 -2.78613 -16.78688
H -20.05873 -1.14989 -16.99356
H -22.83883 -2.16639 -16.08804
H -20.60765 -0.89821 -14.67690
H -21.94748 -1.89110 -13.95262
```

Output
Spin multiplicity   1
Charge   -1
Molar mass   1470.24 Da



Model Q:
Here is a 14-piece molecular cluster, C56H84F3O41 overall from the Open Molecules 2025 dataset. Energies are from ωB97M-V with the def2-TZVPD basis set.

```
184
Properties=species:S:1:pos:R:3
C 0.28369 -0.16310 -1.52225
O -0.93172 0.24005 -0.84074
O 0.34820 0.51103 -2.62637
C 1.45901 0.01710 -0.51197
F 1.49318 -0.90295 0.47671
F 2.66814 -0.01051 -1.11164
F 1.39776 1.22606 0.11849
C -1.52449 -0.60067 0.13846
C -2.49762 0.27366 0.90526
H -2.97845 -0.27986 1.70541
H -1.94210 1.13902 1.26608
H -3.27463 0.66840 0.24377
H -0.77585 -0.91913 0.87290
H -1.99610 -1.46329 -0.33697
H 0.22839 -1.26784 -1.70282
C 3.07552 -3.70277 -0.78011
C 3.22167 -4.21801 -2.18143
C 4.05073 -3.36503 -3.12803
O 4.73122 -4.34692 -3.90782
C 4.83765 -5.48576 -3.18946
O 5.55761 -6.39107 -3.45419
O 3.98536 -5.46453 -2.13922
H 2.56958 -4.41801 -0.14291
H 2.56564 -2.73859 -0.84572
H 4.07218 -3.45380 -0.40260
H 2.28787 -4.55639 -2.63813
H 4.75470 -2.74353 -2.57053
H 3.43325 -2.72405 -3.74883
C 3.60569 3.77819 -1.30462
C 2.71823 4.24265 -2.43177
C 1.29611 3.65231 -2.45800
O 0.49674 4.79283 -2.74948
C 1.18397 5.93357 -2.50153
O 0.72211 7.02296 -2.59546
O 2.47244 5.65611 -2.21654
H 3.29419 4.22609 -0.36381
H 4.65781 3.96803 -1.51802
H 3.53864 2.69036 -1.18850
H 3.21092 4.16115 -3.39919
H 1.04056 3.19010 -1.50579
H 1.30187 2.89631 -3.23816
C 5.34439 -3.46589 3.08386
C 4.21166 -2.62449 3.65111
C 3.01530 -2.49864 2.70847
O 1.89536 -2.79305 3.55002
C 2.32345 -3.37942 4.68770
O 1.61346 -3.89343 5.48895
O 3.66641 -3.28088 4.79814
H 5.67325 -3.13596 2.09623
H 5.02034 -4.49952 2.95724
H 6.18244 -3.39423 3.77561
H 4.62879 -1.65918 3.94617
H 3.04468 -3.24561 1.91424
H 2.89294 -1.50167 2.29319
C -1.04821 -0.93790 4.49297
C -1.27418 -2.13137 3.58288
C -1.11511 -3.49738 4.26851
O -2.39709 -4.12192 4.03970
C -3.21913 -3.29770 3.38064
O -4.32632 -3.57516 3.03672
O -2.62071 -2.11517 3.12377
H -0.10287 -0.99633 5.03131
H -1.83816 -0.93201 5.24617
H -1.06763 -0.04408 3.86978
H -0.57271 -2.07819 2.74699
H -0.89952 -3.44037 5.33107
H -0.36077 -4.10708 3.78140
C -2.57295 3.98044 -2.38282
C -2.70661 3.25169 -1.07327
C -1.61754 3.59883 -0.04735
O -2.33403 3.89921 1.14876
C -3.64819 4.03493 0.87814
O -4.47553 4.44580 1.62990
O -3.90889 3.68875 -0.39614
H -2.57342 5.06306 -2.28208
H -3.33448 3.63182 -3.08062
H -1.60840 3.68466 -2.79764
H -2.75526 2.17421 -1.22037
H -1.00929 4.44831 -0.36379
H -0.96361 2.73733 0.09389
C -3.58271 -3.93398 -0.00992
C -2.33868 -4.68874 -0.38651
C -1.30761 -4.05896 -1.34521
O -0.08564 -4.18199 -0.62667
C -0.27953 -4.78595 0.57357
O 0.59754 -4.93174 1.36647
O -1.56954 -5.10868 0.75351
H -4.21242 -4.57221 0.60437
H -4.13510 -3.71643 -0.92625
H -3.35017 -2.99076 0.48279
H -2.64827 -5.62984 -0.85337
H -1.56856 -3.04140 -1.62515
H -1.23259 -4.70505 -2.21826
C 5.65726 0.18434 -0.78999
C 7.15343 0.41055 -0.77452
C 7.98934 -0.77300 -1.31118
O 8.51951 -0.27944 -2.55042
C 8.32983 1.04772 -2.64970
O 8.81552 1.76489 -3.45898
O 7.49397 1.47947 -1.66682
H 5.37594 -0.23508 -1.75496
H 5.20591 1.17440 -0.69270
H 5.32273 -0.37748 0.08015
H 7.53754 0.71122 0.20152
H 7.36769 -1.63046 -1.55588
H 8.83580 -1.00092 -0.66803
C -4.84600 -0.94666 -2.02527
C -5.83731 -1.79689 -2.81130
C -6.48014 -2.97207 -2.06410
O -7.84730 -2.88551 -2.44264
C -8.11458 -1.65729 -2.95929
O -9.20209 -1.28093 -3.23599
O -6.96911 -0.96117 -3.10854
H -3.87097 -1.44544 -2.00997
H -5.15503 -0.79823 -0.99163
H -4.71112 -0.00570 -2.55748
H -5.34815 -2.08675 -3.74364
H -6.37462 -2.98821 -0.97849
H -6.04892 -3.90476 -2.43409
C -7.76992 3.17068 3.20012
C -7.04269 1.84940 3.11086
C -6.10967 1.66031 1.88842
O -4.85721 1.34383 2.49094
C -4.94528 1.34024 3.83338
O -4.07318 0.99484 4.56618
O -6.16488 1.73677 4.22865
H -8.41909 3.20906 4.07169
H -8.34841 3.35156 2.29196
H -7.04379 3.98399 3.26698
H -7.77876 1.04108 3.08354
H -6.01550 2.58049 1.31316
H -6.46613 0.85487 1.25079
C -1.53303 3.29972 4.42583
C -2.02776 2.94021 5.80019
C -1.03143 2.18138 6.68556
O -1.27147 2.70282 7.98187
C -1.87159 3.91182 7.87051
O -2.11544 4.62956 8.78675
O -2.20664 4.15648 6.59122
H -1.60367 2.39210 3.82118
H -0.53062 3.72382 4.50058
H -2.16376 4.04518 3.94316
H -3.00636 2.46652 5.78317
H -0.00934 2.38174 6.36420
H -1.24676 1.11791 6.62016
C 2.46397 1.96021 -5.89033
C 3.55474 1.62037 -4.91287
C 3.26306 0.34415 -4.11101
O 4.53536 -0.33421 -4.10411
C 5.25285 0.10426 -5.17456
O 6.23927 -0.43051 -5.56031
O 4.73682 1.23384 -5.67135
H 2.72848 2.85113 -6.46343
H 1.50872 2.13989 -5.39455
H 2.33079 1.14124 -6.59591
H 3.91230 2.39156 -4.23557
H 2.44821 -0.26803 -4.49553
H 2.99754 0.61693 -3.09754
C -0.94807 -0.78100 -5.84881
C -2.21643 -0.59841 -5.06486
C -2.38661 0.78825 -4.43240
O -3.72683 1.15179 -4.76583
C -4.20946 0.34220 -5.72558
O -5.24073 0.46784 -6.29904
O -3.35099 -0.69153 -5.94088
H -0.95305 -1.73730 -6.37426
H -0.09731 -0.81279 -5.16298
H -0.80558 0.02080 -6.57361
H -2.30327 -1.37390 -4.29796
H -1.63020 1.46064 -4.83725
H -2.30571 0.74280 -3.34927
C 3.79584 1.71830 1.92369
C 2.97007 1.99802 3.15696
C 1.64049 1.27024 3.24293
O 1.50374 1.00854 4.64003
C 2.75027 0.98510 5.17783
O 2.98997 0.64184 6.28632
O 3.66979 1.40526 4.28418
H 3.44651 2.24454 1.04141
H 3.80563 0.64350 1.72866
H 4.83479 2.01683 2.07724
H 2.95268 3.07743 3.32831
H 1.75154 0.31360 2.71981
H 0.85593 1.79682 2.70190
```

Output
Spin multiplicity   1
Charge   -1
Molar mass   1470.24 Da



So which one is most stable? That would be model Q, about 1.431 eV below the next structure.



Model P:
Here is a 3-piece molecular cluster, C2H12N2O2 overall from the Open Molecules 2025 dataset. Energies are from ωB97M-V with the def2-TZVPD basis set.

```
18
Properties=species:S:1:pos:R:3
C 1.32263 -1.51453 1.10068
N 0.62273 -0.40825 0.41792
C -0.34118 -0.90776 -0.55739
N -1.07413 0.12011 -1.24385
H 0.85424 -1.88487 2.01774
H 1.46646 -2.32339 0.39399
H 2.26518 -1.09415 1.46841
H 0.19894 0.20942 1.09708
H -1.06318 -1.68480 -0.23540
H 0.27794 -1.48205 -1.25882
H -1.72572 0.66007 -0.71031
H -0.40540 0.72001 -1.70291
H 0.73423 2.94244 -1.90494
H 1.24742 2.47644 -3.27293
O 0.50445 2.94122 -2.86963
H -1.85634 0.17237 1.66587
H -1.42141 0.29174 3.20104
O -1.60686 0.76596 2.39346
```

Output
Structure (SMILES)   CNCN.O.O
Spin multiplicity   1
Charge   0
Molar mass   96.13 Da



Model Q:
Here is a 3-piece molecular cluster, C2H12N2O2 overall from the Open Molecules 2025 dataset. Energies are from ωB97M-V with the def2-TZVPD basis set.

```
18
Properties=species:S:1:pos:R:3
C 0.16618 -1.06620 -0.42929
C 1.40084 -0.26953 0.16193
N 1.54606 -0.01649 1.54675
N 0.03779 -0.95273 -1.90868
H 0.27530 -2.13061 -0.13336
H -0.80645 -0.60621 0.09133
H 2.44933 -0.60625 -0.14162
H 1.21397 0.69465 -0.36442
H 2.22175 -0.66175 2.04968
H 0.71403 -0.13791 2.13256
H -0.84067 -1.32681 -2.25508
H 0.81683 -1.26763 -2.41762
H -1.80628 1.42747 1.34739
H -1.88228 0.61828 2.71783
O -1.88630 0.54242 1.75619
H -0.45160 1.71817 -1.54549
H -1.94796 1.98199 -1.59342
O -1.22056 2.05912 -1.01470
```

Output
Structure (SMILES)   NCCN.O.O
Spin multiplicity   1
Charge   0
Molar mass   96.13 Da



Model R:
Here is a 3-piece molecular cluster, C2H12N2O2 overall from the Open Molecules 2025 dataset. Energies are from ωB97M-V with the def2-TZVPD basis set.

```
18
Properties=species:S:1:pos:R:3
C -0.13470 0.52219 0.25241
C -0.08435 1.71792 -0.66293
N 0.45447 1.27143 -1.97565
N 1.14194 0.10595 0.94730
H -0.85368 0.69502 1.08258
H -0.36454 -0.47797 -0.13261
H -1.00036 2.26641 -0.98809
H 0.50462 2.48389 -0.11070
H 1.43139 1.01978 -1.99983
H 0.22836 1.92665 -2.71030
H 1.68103 -0.35167 0.21636
H 1.78096 0.88245 1.15777
H -2.15386 -0.51579 -1.24008
H -2.96210 -1.36881 -2.19726
O -2.90139 -0.47989 -1.84697
H 0.45575 -3.48556 3.75092
H 1.59965 -2.68896 3.34524
O 1.17680 -3.52304 3.11184
```

Output
Structure (SMILES)   NCCN.O.O
Spin multiplicity   1
Charge   0
Molar mass   96.13 Da



So which one is most stable? That would be model P, about 0.132 eV below the next structure.